Entry from the Open Molecules 2025 dataset: a structure of composition C21H17Cl2N3NiO2 (ωB97M-V/def2-TZVPD).

Values from the calculation:
Largest force on an atom = 0.80 eV/Å
2S+1 = 3
Total energy = -3553.9605 Ha
<S²> = 2.006
Charge = 0

Geometry as XYZ:
```
46
Properties=species:S:1:pos:R:3:nbo_charge:R:1
Ni -0.09 1.06 -0.31 1.385
Cl -3.20 -2.78 -0.73 0.007
C -2.47 -2.13 0.70 -0.144
C -2.75 -2.72 1.94 -0.204
C -2.21 -2.22 3.09 -0.054
Cl -2.58 -2.97 4.62 -0.001
C -1.36 -1.10 3.05 -0.107
C -0.75 -0.49 4.17 -0.107
C 0.05 0.60 4.01 -0.262
C 0.26 1.11 2.72 0.085
N -0.29 0.57 1.66 -0.517
C -1.09 -0.53 1.79 0.097
C -1.63 -1.04 0.57 0.388
O -1.32 -0.47 -0.57 -0.841
H -3.41 -3.57 1.98 0.243
H -0.93 -0.91 5.16 0.235
H 0.52 1.08 4.86 0.230
H 0.90 1.97 2.55 0.211
C 4.17 -2.65 -0.56 -0.222
C 2.83 -2.65 -0.11 -0.229
C 2.06 -1.53 -0.23 -0.196
C 2.58 -0.33 -0.79 0.008
C 1.77 0.85 -0.89 -0.457
C 2.36 1.96 -1.43 -0.286
C 3.71 1.98 -1.89 -0.208
C 4.47 0.85 -1.79 -0.206
C 3.92 -0.33 -1.23 -0.101
C 4.70 -1.51 -1.11 -0.180
H 4.78 -3.54 -0.47 0.208
H 2.41 -3.56 0.31 0.208
H 1.02 -1.55 0.09 0.199
H 1.79 2.88 -1.54 0.196
H 4.13 2.88 -2.31 0.204
H 5.50 0.85 -2.13 0.204
H 5.73 -1.50 -1.46 0.204
C -4.12 0.97 -2.53 -0.429
N -2.87 1.20 -1.84 -0.622
C -2.32 2.41 -1.67 0.798
N -2.98 3.48 -2.19 -0.827
O -1.25 2.60 -1.05 -0.793
H -4.34 -0.09 -2.49 0.233
H -4.06 1.26 -3.58 0.192
H -4.95 1.50 -2.05 0.193
H -2.40 0.41 -1.38 0.452
H -3.77 3.37 -2.79 0.399
H -2.50 4.36 -2.16 0.413
```